Record 1
Density functional theory data (ωB97M-V/def2-TZVPD) for a 6-piece molecular cluster, C40H66Br2IN7O6P overall in a non-equilibrium geometry.

The geometry in XYZ format:
```
123
Properties=species:S:1:pos:R:3:mulliken_charge:R:1
C 1.56 0.30 0.75 -0.529
C 2.07 -0.94 -0.09 0.447
Br 3.85 -0.77 -0.95 -0.050
C 1.33 -2.15 -0.28 -0.772
Br 2.01 -3.67 -1.35 0.002
C -0.12 -2.18 0.42 0.616
C -1.26 -1.73 -0.50 0.453
C -1.12 -1.31 -2.03 -0.255
C -1.27 -2.67 -2.92 -0.274
C -1.80 -3.91 -2.07 0.382
O -1.02 -4.81 -1.67 -0.555
O -3.18 -4.09 -1.73 -0.321
C -2.64 -1.73 0.27 0.659
O -3.84 -1.37 -0.34 -0.473
C -4.26 -0.02 0.04 -0.886
C -3.31 1.15 -0.48 2.012
C -3.53 1.54 -2.02 -1.691
C -3.71 2.47 0.37 -1.313
C -3.05 2.46 1.83 1.295
C -1.54 3.01 1.76 -0.183
C -3.85 3.31 2.93 -1.260
C -2.43 -2.19 1.73 0.103
P -4.02 -2.18 2.81 0.796
O -3.85 -3.17 3.98 -0.676
O -4.16 -0.63 3.52 -0.509
O -5.41 -2.46 1.90 -0.506
N -1.31 -2.61 2.43 -1.029
N -0.16 -2.60 1.77 1.175
C 1.03 -3.07 2.59 -0.650
C 1.41 -2.06 3.77 -0.157
C 2.64 -2.75 4.57 -0.946
I 4.47 -2.20 3.54 0.076
H 1.94 0.23 1.83 0.187
H 1.98 1.27 0.32 0.540
H 0.42 0.40 0.81 -0.342
H -0.10 -0.83 -2.21 0.545
H -1.98 -0.64 -2.35 -0.555
H -0.24 -2.96 -3.33 -0.045
H -2.04 -2.50 -3.75 0.440
H -3.17 -4.70 -0.95 0.335
H -5.28 0.15 -0.46 0.409
H -4.48 0.09 1.17 0.200
H -2.20 0.97 -0.29 -0.694
H -4.49 2.15 -2.16 0.365
H -2.67 2.26 -2.30 0.383
H -3.55 0.67 -2.74 0.331
H -4.86 2.55 0.41 0.355
H -3.37 3.41 -0.20 0.426
H -3.02 1.38 2.18 -0.360
H -0.88 2.11 1.46 -0.535
H -1.24 3.26 2.85 0.218
H -1.39 3.90 1.08 0.326
H -3.74 4.44 2.74 0.074
H -3.33 3.10 3.93 0.370
H -4.93 2.98 3.05 0.376
H -3.46 -0.55 4.21 0.362
H -5.93 -3.21 2.31 0.368
H 0.63 -4.02 3.11 0.350
H 1.91 -3.42 1.96 0.285
H 0.50 -1.95 4.48 0.323
H 1.72 -1.03 3.43 0.118
H 2.48 -3.89 4.51 0.398
H 2.65 -2.48 5.67 0.429
C 9.60 -2.54 -2.75 -1.357
C 8.16 -3.00 -2.59 -0.214
C 7.28 -1.98 -1.85 0.183
C 7.82 -1.74 -0.48 0.184
N 8.25 -1.55 0.61 -0.497
H 10.09 -2.40 -1.79 0.369
H 10.17 -3.28 -3.31 0.381
H 9.65 -1.59 -3.30 0.312
H 8.15 -3.95 -2.04 0.323
H 7.73 -3.19 -3.57 0.047
H 6.26 -2.35 -1.77 -0.125
H 7.26 -1.03 -2.40 0.330
C -0.87 8.09 2.66 -1.148
C -2.22 7.51 3.08 -0.290
C -2.20 6.92 4.49 -0.404
C -1.20 5.81 4.57 0.297
N -0.42 4.93 4.64 -0.567
H -0.09 7.32 2.64 0.307
H -0.93 8.52 1.66 0.429
H -0.55 8.87 3.35 0.196
H -2.51 6.73 2.36 0.106
H -2.97 8.29 3.02 0.417
H -3.19 6.53 4.74 0.316
H -1.94 7.69 5.22 0.374
C 3.37 8.63 4.08 -1.143
C 3.38 9.30 2.71 -0.386
C 3.04 10.79 2.77 -0.389
C 1.67 10.98 3.35 0.284
N 0.59 11.13 3.80 -0.480
H 2.38 8.67 4.54 0.322
H 3.64 7.57 3.99 0.319
H 4.09 9.11 4.75 0.347
H 2.66 8.79 2.06 0.245
H 4.37 9.18 2.26 0.320
H 3.07 11.23 1.77 0.278
H 3.77 11.32 3.40 0.296
C 2.84 -4.94 -5.50 -0.876
C 3.83 -6.00 -5.04 -0.491
C 4.88 -5.46 -4.07 0.040
C 5.67 -4.37 -4.73 0.313
N 6.30 -3.52 -5.25 -0.565
H 3.33 -4.13 -6.04 0.367
H 2.09 -5.38 -6.17 0.358
H 2.31 -4.51 -4.64 0.024
H 4.33 -6.42 -5.93 0.313
H 3.29 -6.82 -4.56 0.322
H 5.56 -6.26 -3.77 0.334
H 4.40 -5.06 -3.17 -0.095
C -5.92 -4.81 -3.81 -0.886
C -5.58 -6.29 -3.88 -0.339
C -6.02 -6.94 -5.19 -0.450
C -7.51 -6.82 -5.35 0.217
N -8.68 -6.73 -5.47 -0.422
H -7.00 -4.64 -3.85 0.433
H -5.56 -4.38 -2.87 0.056
H -5.45 -4.26 -4.63 0.275
H -6.06 -6.80 -3.04 0.317
H -4.50 -6.42 -3.76 0.205
H -5.75 -8.00 -5.20 0.317
H -5.54 -6.46 -6.04 0.287
```

Output
* lowest unoccupied orbital energy: -4.91 eV
* energy: -222728.36778 eV
* spin multiplicity: 1
* net charge: +1
* molecular weight: 1058.70 g/mol



Record 2
Density functional theory data (ωB97M-V/def2-TZVPD) for C40H66Br42FN3O4PS as an isolated structure in a non-equilibrium geometry.

The geometry in XYZ format:
```
158
Properties=species:S:1:pos:R:3:mulliken_charge:R:1
C 3.80 -0.29 8.19 -0.269
C 3.31 0.22 6.84 0.194
C 1.88 -0.18 6.46 -0.262
C 1.51 0.17 5.01 -0.991
C 0.97 -0.99 4.10 0.926
C -0.56 -0.83 4.16 -1.113
C -1.53 -1.92 3.62 0.186
C -0.96 -3.12 2.92 -1.639
C -0.53 -2.86 1.47 0.723
C 0.89 -3.30 1.29 -1.130
C 1.55 -3.04 -0.06 -1.338
C 1.70 -1.56 -0.45 0.404
C 0.74 -1.30 -1.62 -1.814
C 1.01 -0.01 -2.35 -1.361
C 0.57 1.31 -1.69 0.420
C -0.86 1.81 -1.87 -1.642
N -0.67 3.20 -1.36 0.864
C -1.66 3.46 -0.33 0.233
C -3.06 3.25 -0.79 -1.616
F -1.38 2.69 0.76 -0.272
C 0.62 3.42 -1.09 -0.717
N 1.16 4.39 -0.42 0.722
O 0.38 5.47 0.03 0.009
C 0.03 6.32 -1.07 -0.322
C 1.19 7.12 -1.63 -0.352
O 0.71 8.27 -2.25 -0.470
C 1.47 8.62 -3.37 -0.348
C 1.02 7.85 -4.61 -1.003
P 2.90 4.48 -0.05 0.234
S 4.05 5.21 -1.40 -0.337
N 1.45 2.46 -1.70 0.289
C 1.87 3.05 -3.02 -0.060
C 1.11 2.60 -4.22 -1.092
O -0.16 3.29 -4.32 -0.265
C -0.70 2.96 -5.53 -0.150
O -1.24 1.92 -5.72 -0.229
H 4.83 0.00 8.39 0.176
H 3.22 0.15 8.99 0.394
H 3.75 -1.37 8.31 -0.616
H 3.34 1.30 6.89 0.302
H 4.03 -0.06 6.07 -0.098
H 1.71 -1.22 6.71 -0.063
H 1.25 0.38 7.14 0.329
H 2.34 0.67 4.53 0.348
H 0.67 0.85 5.07 0.458
H 1.34 -1.93 4.49 0.474
H 1.35 -0.78 3.12 -0.812
H -0.81 0.12 3.71 0.294
H -0.77 -0.71 5.21 0.351
H -2.16 -2.25 4.44 0.078
H -2.18 -1.43 2.91 0.046
H -1.77 -3.84 2.86 0.530
H -0.18 -3.59 3.46 0.684
H -1.19 -3.44 0.83 0.067
H -0.70 -1.82 1.19 -0.056
H 0.91 -4.37 1.45 0.491
H 1.51 -2.89 2.07 0.278
H 0.95 -3.54 -0.80 0.511
H 2.52 -3.53 0.01 0.430
H 2.70 -1.39 -0.80 0.768
H 1.45 -0.90 0.38 -0.365
H -0.29 -1.46 -1.34 0.302
H 0.99 -2.08 -2.32 0.638
H 0.51 -0.06 -3.31 0.650
H 2.07 0.06 -2.55 0.307
H 0.56 1.05 -0.64 0.843
H -1.19 1.75 -2.89 -0.004
H -1.41 1.13 -1.24 1.018
H -1.62 4.47 0.03 0.224
H -3.27 3.84 -1.67 0.331
H -3.68 3.66 0.00 0.514
H -3.33 2.21 -0.87 0.358
H -0.71 7.00 -0.68 0.667
H -0.44 5.78 -1.88 0.139
H 1.90 7.39 -0.85 0.265
H 1.69 6.51 -2.37 0.096
H 1.36 9.67 -3.60 0.404
H 2.52 8.44 -3.20 0.290
H 1.50 6.87 -4.61 0.186
H 1.33 8.34 -5.51 0.441
H -0.04 7.68 -4.56 0.275
H 3.24 3.15 0.21 0.016
H 2.89 5.17 1.17 0.188
H 1.73 4.12 -2.96 -0.462
H 2.92 2.90 -3.16 0.608
H 0.95 1.53 -4.30 0.155
H 1.68 2.89 -5.09 0.890
H -0.62 3.70 -6.33 0.513
C -4.20 -4.74 -0.31 -0.411
Br -3.78 -2.98 0.36 0.001
Br -3.01 -5.27 -1.72 -0.017
Br -4.28 -6.02 1.11 -0.025
H -5.19 -4.69 -0.75 0.443
C -5.64 -1.93 3.40 -0.004
Br -7.54 -1.83 3.68 -0.033
Br -4.95 -0.26 2.73 -0.015
Br -4.71 -2.51 4.97 0.036
H -5.47 -2.67 2.63 -0.002
C -0.61 -8.11 -3.79 -0.305
Br -0.66 -6.31 -4.49 -0.028
Br -2.08 -9.16 -4.45 -0.010
Br 1.08 -8.95 -4.12 -0.025
H -0.73 -8.03 -2.72 0.324
C -4.48 1.56 -6.79 -0.361
Br -4.41 3.36 -7.47 -0.018
Br -6.02 0.58 -7.43 -0.088
Br -2.85 0.60 -7.15 0.076
H -4.58 1.64 -5.72 0.310
C 2.13 -4.69 8.14 -0.391
Br 3.67 -3.61 8.51 -0.047
Br 0.48 -3.73 8.43 -0.027
Br 2.24 -5.44 6.39 -0.005
H 2.14 -5.51 8.83 0.371
C -1.64 6.10 4.28 -0.407
Br -0.39 7.13 5.31 -0.034
Br -0.77 5.23 2.78 0.116
Br -2.64 4.88 5.37 -0.015
H -2.35 6.79 3.86 0.378
C -0.36 -2.31 -9.13 -0.363
Br 0.21 -0.57 -8.52 0.008
Br 0.75 -2.95 -10.56 -0.047
Br -0.44 -3.58 -7.68 0.011
H -1.36 -2.20 -9.52 0.353
C -3.24 -11.27 8.68 -0.347
Br -1.48 -11.89 9.18 -0.012
Br -3.65 -9.54 9.42 0.051
Br -3.50 -11.32 6.78 -0.009
H -3.94 -11.97 9.11 0.320
C 5.18 0.82 2.41 0.220
Br 5.05 2.37 3.54 -0.049
Br 6.56 1.05 1.10 -0.044
Br 5.44 -0.77 3.45 -0.041
H 4.24 0.73 1.88 -0.125
C 4.27 -3.59 -3.65 -0.157
Br 4.18 -1.82 -4.40 -0.021
Br 2.81 -4.68 -4.27 0.082
Br 5.97 -4.42 -3.98 -0.011
H 4.17 -3.49 -2.58 0.113
C -5.68 -5.36 10.12 -0.364
Br -4.16 -4.75 11.13 -0.002
Br -5.32 -5.33 8.22 0.042
Br -6.40 -7.02 10.78 -0.028
H -6.47 -4.64 10.27 0.348
C -5.84 3.31 -12.04 -0.341
Br -5.28 5.07 -11.48 -0.036
Br -4.74 2.65 -13.47 0.001
Br -5.90 2.08 -10.56 0.052
H -6.84 3.40 -12.42 0.338
C 0.20 -1.09 -13.86 0.349
Br 1.90 -0.29 -14.29 -0.006
Br -1.08 0.23 -13.29 0.008
Br -0.48 -2.15 -15.31 -0.005
H 0.37 -1.75 -13.03 -0.339
C 7.39 1.15 7.03 0.296
Br 7.39 2.66 8.21 -0.006
Br 8.79 1.29 5.71 -0.052
Br 7.46 -0.51 8.00 0.000
H 6.45 1.16 6.50 -0.234
```

Output
* lowest unoccupied orbital energy: -2.92 eV
* energy: -3019821.59624 eV
* spin multiplicity: 1
* net charge: +1
* molecular weight: 4090.99 g/mol



Record 3
Density functional theory data (ωB97M-V/def2-TZVPD) for C40H66FGe2HfN6O2Te as an isolated structure.

The geometry in XYZ format:
```
119
Properties=species:S:1:pos:R:3:mulliken_charge:R:1
Hf 0.04 -0.47 0.20 -0.894
C 4.21 2.16 -0.37 -1.518
C 2.71 2.18 -0.65 -0.056
Ge 1.97 0.48 -1.39 2.471
C 2.06 0.69 -3.37 -0.090
C 3.43 1.16 -3.87 -1.407
C 3.33 -0.87 -0.84 -1.482
C 3.42 -1.78 0.15 0.501
Ge 1.76 -2.47 1.05 2.391
C 1.86 -2.42 3.05 -0.259
C 2.89 -3.20 3.87 -1.263
C 1.44 -4.37 0.45 0.174
C 2.33 -5.55 0.82 -1.418
C 4.76 -2.31 0.53 0.573
C 5.96 -1.68 0.18 -0.552
C 7.19 -2.20 0.55 -0.830
C 7.26 -3.37 1.30 -0.483
C 6.08 -3.99 1.69 -1.509
C 4.86 -3.46 1.31 0.223
H 4.55 3.13 0.02 0.446
H 4.80 1.95 -1.26 0.291
H 4.45 1.40 0.37 0.291
H 2.46 2.96 -1.37 0.460
H 2.17 2.41 0.27 -0.015
H 1.30 1.42 -3.66 0.048
H 1.80 -0.25 -3.88 0.274
H 3.68 2.13 -3.44 0.290
H 3.45 1.27 -4.95 0.399
H 4.22 0.47 -3.59 0.321
H 4.27 -0.64 -1.36 0.204
H 0.86 -2.72 3.38 0.166
H 1.94 -1.36 3.30 0.224
H 2.89 -4.27 3.63 0.209
H 2.70 -3.11 4.94 0.416
H 3.90 -2.83 3.69 0.347
H 1.38 -4.33 -0.65 -0.209
H 0.42 -4.61 0.78 0.084
H 3.32 -5.47 0.36 0.341
H 1.89 -6.49 0.50 0.419
H 2.49 -5.62 1.90 0.253
H 5.95 -0.75 -0.38 0.367
H 8.09 -1.69 0.26 0.419
H 8.22 -3.77 1.60 0.403
H 6.11 -4.89 2.30 0.408
H 3.96 -3.95 1.64 0.327
C -3.22 2.61 3.85 -1.041
N -3.00 2.20 2.46 0.716
C -3.26 3.25 1.49 -0.760
C -2.22 1.13 2.17 -2.794
N -1.38 1.12 1.15 1.312
C -0.76 2.38 0.87 0.061
C -0.16 2.98 1.96 -0.066
C 0.46 4.24 1.89 -1.451
C 0.50 4.86 0.68 -1.082
C -0.02 4.25 -0.48 1.291
C 0.13 4.95 -1.70 -0.935
C -0.30 4.40 -2.86 -1.490
C -0.91 3.14 -2.84 0.004
C -1.12 2.43 -1.68 -0.613
N -1.78 1.13 -1.71 1.056
C -3.07 1.03 -2.36 -2.204
N -3.93 0.08 -1.70 1.296
C -4.98 -0.47 -2.54 -1.205
C -4.43 0.49 -0.40 -1.069
N -3.60 2.19 -2.98 1.051
C -4.30 2.11 -4.24 -1.075
C -4.06 3.28 -2.14 -0.647
C -0.66 2.97 -0.43 0.842
N -2.33 -0.02 2.95 1.526
C -3.63 -0.49 3.41 -1.451
C -1.25 -0.28 3.89 -1.220
H -3.81 3.53 3.84 0.458
H -2.27 2.84 4.34 0.290
H -3.76 1.88 4.43 0.264
H -4.28 3.60 1.63 0.569
H -3.15 2.84 0.49 -0.411
H -2.57 4.09 1.60 0.343
H -0.17 2.45 2.91 0.356
H 0.89 4.68 2.77 0.439
H 0.98 5.83 0.57 0.448
H 0.62 5.91 -1.68 0.477
H -0.16 4.91 -3.80 0.436
H -1.21 2.71 -3.78 0.618
H -4.56 -0.79 -3.49 0.349
H -5.79 0.24 -2.74 0.321
H -5.42 -1.33 -2.04 0.316
H -3.60 0.85 0.20 0.328
H -4.86 -0.38 0.10 0.575
H -5.21 1.27 -0.46 0.273
H -3.90 1.30 -4.85 0.303
H -4.16 3.05 -4.78 0.301
H -5.38 1.96 -4.13 0.353
H -3.49 3.33 -1.22 0.000
H -5.13 3.21 -1.90 0.346
H -3.89 4.23 -2.67 0.361
H -3.82 -0.25 4.46 0.447
H -3.66 -1.58 3.33 0.312
H -4.43 -0.08 2.79 0.417
H -0.28 -0.05 3.44 0.173
H -1.26 -1.33 4.17 0.553
H -1.37 0.31 4.81 0.344
C -1.80 -2.81 1.47 -0.425
O -1.69 -1.92 0.35 -0.346
C -2.24 -2.50 -0.85 1.182
C -1.12 -3.14 -1.62 -1.065
O -0.04 -2.21 -1.61 -0.452
C 0.91 -2.55 -2.64 -1.236
H -1.43 -3.80 1.20 0.524
H -2.85 -2.87 1.77 0.260
H -1.19 -2.41 2.27 -0.302
H -2.69 -1.67 -1.40 -1.411
H -3.02 -3.22 -0.58 0.763
H -1.44 -3.33 -2.65 0.549
H -0.78 -4.08 -1.18 0.362
H 1.12 -3.62 -2.59 0.449
H 1.82 -2.00 -2.45 0.134
H 0.49 -2.31 -3.62 0.302
Te -1.58 0.03 -3.56 0.226
F 1.12 0.30 1.56 -0.676
```

Output
* lowest unoccupied orbital energy: -3.10 eV
* energy relative to the best compared isomer or geometry (same formula, charge and spin): 3.949 eV
* energy: -179928.52634 eV
* spin multiplicity: 1
* net charge: +1
* molecular weight: 1133.32 g/mol



Per-record HOMO energy, eV: -11.919; -11.199; -9.380
Per-record gap between HOMO and LUMO, eV: 7.01; 8.28; 6.28